ORCA calculation (ωB97M-V with the def2-TZVPD basis set) on C28H29IKN7O5S as an isolated structure at a distorted geometry.

Properties
- Total charge: 0
- HOMO: -7.51 eV
- Total energy: -3139.715464 Eh
- Energy relative to the best compared isomer or geometry (same formula, charge and spin): 0.9 kcal per mole

The geometry in XYZ format:
```
72
Properties=species:S:1:pos:R:3:forces:R:3
K 12.01869 11.14151 9.45335 -0.3 -0.2 0.2
C 10.16604 12.44332 6.19159 0.3 -0.4 -1.7
C 9.68467 13.39435 7.21700 0.5 1.0 2.0
C 8.62525 14.25333 6.95603 -0.7 1.2 -0.3
C 8.17172 15.13587 7.98051 1.2 -1.7 0.0
C 8.89826 15.21028 9.15184 1.3 0.4 -0.5
C 10.08817 14.43162 9.28702 -2.4 -0.3 -0.8
N 10.37091 13.44923 8.42540 -0.2 0.5 -1.2
C 10.87276 14.62942 10.50464 0.7 0.8 2.3
C 10.81111 15.81999 11.28640 1.6 -2.0 -0.3
C 11.67018 15.93058 12.38142 -1.2 1.1 -0.6
C 12.44239 14.90030 12.80878 0.7 -1.4 -0.5
C 12.39213 13.70206 12.05120 -1.7 1.5 0.2
N 11.60061 13.61941 10.96863 1.2 -1.1 -0.3
C 13.08882 12.55266 12.61939 1.2 -2.4 1.3
C 13.21292 12.52941 14.07798 0.0 -0.3 -2.1
C 14.17548 11.68098 14.61039 0.0 -0.6 -1.2
C 14.77778 10.71158 13.74468 -0.2 0.9 1.9
C 14.44720 10.66548 12.40326 -0.7 -0.7 0.4
C 14.93124 9.43088 11.67056 -1.5 0.0 -1.0
N 13.62436 11.57299 11.82500 0.1 1.3 1.0
H 11.12856 11.94895 6.43569 -0.6 0.4 0.0
H 10.28732 12.98946 5.20470 0.0 -0.6 1.1
H 9.40652 11.66996 5.97598 0.4 0.2 0.2
H 8.22047 14.38256 5.90935 0.2 -0.6 1.4
H 7.25602 15.67026 7.95634 -0.6 0.6 -0.6
H 8.69373 16.02252 9.85372 -0.2 -0.7 0.0
H 10.19510 16.62848 11.05973 -0.8 1.2 -0.5
H 11.67902 16.88624 12.88060 0.0 0.1 0.3
H 13.08421 14.95284 13.68516 -0.1 0.2 -0.4
H 12.47480 13.11751 14.64758 1.0 -0.2 -0.1
H 14.45088 11.76904 15.65387 -0.2 -0.4 0.1
H 15.41793 9.91802 14.18871 -0.4 0.9 -0.5
H 15.33536 8.70491 12.37674 0.0 0.1 -0.1
H 15.69766 9.69721 10.94808 0.1 -0.1 -0.2
H 14.05563 8.94681 11.12011 1.1 0.6 0.6
N 9.14220 7.41074 11.99300 -0.9 0.2 0.8
C 10.55754 7.50496 11.64226 0.3 -0.2 0.1
C 10.94383 8.65341 10.68133 0.1 -2.5 -0.3
O 10.10112 9.56937 10.66532 1.0 0.9 -0.8
O 12.04109 8.41632 10.05522 -1.5 1.7 0.7
H 8.99884 7.22193 13.00455 0.2 0.0 -1.1
H 8.47965 6.39976 11.15502 -0.2 -0.6 0.2
H 8.63049 8.28241 11.80938 0.5 -0.2 -0.2
H 10.84975 6.52391 11.26360 0.3 0.3 -0.1
H 11.15708 7.73397 12.51200 0.3 -0.2 0.5
I 15.85140 13.39090 4.75952 -0.3 -0.3 0.6
C 15.17478 11.97572 6.15204 -0.3 -0.3 -0.1
C 15.28361 10.60533 5.92169 0.6 1.6 0.0
N 14.84559 10.00344 7.02252 -0.9 1.1 -0.1
N 14.30447 10.85293 7.91997 1.2 0.3 -0.4
C 14.54051 12.07709 7.42285 -0.1 -0.7 0.2
H 15.69024 10.11712 5.05618 0.1 -0.3 0.1
H 14.94499 9.05031 7.21804 -0.3 -1.4 0.5
H 14.25616 12.90156 8.08426 0.2 0.0 -0.8
N 7.32525 7.43300 4.38583 -0.2 -0.9 0.9
C 7.43405 7.11636 5.73787 0.5 2.4 0.2
C 7.40581 8.17238 6.70902 -0.8 -0.8 -1.6
C 7.20370 7.85041 8.01358 -0.6 -0.4 1.0
C 7.09932 6.49066 8.34509 -0.3 -0.5 -0.6
C 7.26973 5.43141 7.39584 0.4 1.5 1.7
C 7.56718 5.78461 6.09242 -0.3 0.2 0.3
S 6.62441 6.23458 10.03175 3.5 -2.2 -1.9
O 6.61883 7.56362 10.50978 -1.4 1.5 2.1
O 7.95484 5.55965 10.62614 -1.5 1.1 0.0
O 5.53818 5.30909 10.04400 -0.3 0.2 0.7
H 7.64700 6.68792 3.80856 0.2 0.0 -0.7
H 7.52624 8.35675 4.10477 0.4 0.8 -0.3
H 7.26878 9.21386 6.43110 0.3 -0.1 -0.4
H 6.96352 8.62895 8.78660 0.7 -1.0 -1.0
H 7.23332 4.42888 7.80816 0.1 -0.1 -0.4
H 7.88318 5.14978 5.27641 -0.4 -0.7 0.2
```
Positions in Å, forces in eV/Å.

ORCA calculation (ωB97M-V with the def2-TZVPD basis set) on C28H29InN3Si as an isolated structure at a distorted geometry.

Properties
- Total charge: +1
- HOMO: -7.88 eV
- Total energy: -1727.862779 Eh
- Energy relative to the best compared isomer or geometry (same formula, charge and spin): 50.6 kcal per mole

The geometry in XYZ format:
```
62
Properties=species:S:1:pos:R:3:forces:R:3
C 0.27964 2.22000 1.30469 -0.4 -0.3 -0.8
C 0.67013 2.22452 -0.07229 -1.1 0.5 0.2
C -0.52554 1.98751 -0.85453 0.1 0.4 0.9
H 1.62748 2.56568 -0.45474 -0.2 -0.2 0.0
C -1.60758 1.81206 0.05370 0.5 0.1 0.0
C -1.10569 1.94640 1.37551 0.1 -0.1 -0.2
H -1.69432 1.89108 2.29078 0.2 0.0 -0.3
H 0.91848 2.47374 2.13758 0.1 -0.1 0.0
H -0.59968 2.06560 -1.93610 0.0 -0.1 0.2
H -2.66069 1.69620 -0.21791 0.4 0.0 0.1
In 0.77391 -0.29249 -0.32713 1.0 0.9 -1.7
C -0.42822 -2.09334 -3.55828 1.9 1.9 1.8
H -1.26678 -1.67507 -2.95189 0.7 -0.1 -0.4
H -0.44954 -3.20890 -3.42391 0.4 1.4 -0.3
H 0.54009 -1.72310 -3.11186 -0.9 -0.4 0.8
Si -0.10462 -1.13469 -5.17758 -0.1 -1.3 0.6
C 1.50620 -1.31602 -6.05458 0.5 0.2 -0.5
C 2.31245 -0.14930 -6.11324 -0.1 -0.4 -0.1
H 1.94809 0.78043 -5.66063 0.3 -0.3 -0.2
C 3.55459 -0.19199 -6.75519 0.0 0.2 -0.1
H 4.17327 0.70638 -6.81719 -0.3 -0.3 0.2
C 4.00190 -1.35781 -7.38015 -0.4 -0.2 0.3
H 4.96552 -1.39108 -7.88391 -0.2 0.1 0.1
C 3.20369 -2.50358 -7.36356 -0.5 -0.1 0.1
H 3.52731 -3.41156 -7.87756 -0.1 0.3 0.2
C 1.96115 -2.48379 -6.71892 -0.2 0.4 0.5
H 1.29179 -3.34423 -6.70908 0.4 0.0 -0.1
C -1.29166 0.02695 -5.88655 0.0 -0.3 -0.1
C -1.11592 0.46246 -7.21884 -0.3 0.0 0.1
H -0.28800 0.06188 -7.79716 0.0 0.3 0.0
C -2.04232 1.32847 -7.79528 0.4 -0.1 0.2
H -1.86580 1.71349 -8.79198 -0.1 -0.1 0.0
C -3.14274 1.75365 -7.05611 0.3 -0.2 0.2
H -3.82923 2.48390 -7.46981 0.0 -0.2 0.0
C -3.34832 1.25458 -5.77188 -0.1 -0.1 0.8
H -4.20038 1.57425 -5.18708 -0.1 0.0 -0.2
C -2.44139 0.38899 -5.16367 0.1 0.0 -0.6
H -2.59315 -0.07142 -4.18388 -0.2 0.5 -0.2
H -1.23480 -2.85245 -5.34298 -0.2 -3.4 0.4
H -1.02566 -3.50215 -4.80832 -1.3 1.7 -3.4
N 0.95868 -3.21809 0.27666 -0.3 0.0 0.1
C -0.44250 -3.11329 0.02970 -0.1 -0.1 0.3
C -1.21058 -4.28292 0.00307 -0.5 0.3 -0.2
C -2.60139 -4.14761 -0.04749 0.6 0.1 -0.2
C -3.15496 -2.85571 -0.12287 0.0 -0.2 -0.1
C -2.31126 -1.75850 -0.16532 0.6 -0.6 0.1
N -0.96421 -1.89369 -0.07099 -1.0 -0.5 0.3
C 1.36857 -2.66653 1.51940 -0.1 0.0 0.3
C 1.81196 -3.49437 2.55258 0.0 0.4 0.3
C 1.95264 -2.94747 3.83249 0.1 0.1 -0.8
C 1.66377 -1.58452 4.00794 0.0 -0.2 0.0
C 1.29399 -0.82621 2.90566 0.3 -0.4 -0.1
N 1.19607 -1.35842 1.66458 -0.5 -0.2 1.6
H 1.22909 -4.19246 0.22038 0.1 0.1 0.0
H -0.67635 -5.23329 0.06050 -0.5 0.1 0.1
H -3.24036 -5.03127 -0.02487 0.2 0.3 0.0
H -4.23408 -2.70612 -0.14076 0.3 -0.1 0.0
H -2.68123 -0.73923 -0.26266 0.1 -0.1 0.1
H 1.98423 -4.53869 2.31595 0.0 0.0 0.3
H 2.29073 -3.56560 4.66469 -0.2 0.2 -0.2
H 1.72871 -1.12631 4.99631 0.0 -0.1 -0.4
H 1.04911 0.23035 2.99097 0.1 -0.2 -0.1
```
Positions in Å, forces in eV/Å.

ORCA calculation (ωB97M-V with the def2-TZVPD basis set) on C28H29N3SiSn as an isolated structure at a distorted geometry.

Properties
- Total charge: 0
- HOMO: -5.26 eV
- Total energy: -1752.237409 Eh
- Energy relative to the best compared isomer or geometry (same formula, charge and spin): 9.3 kcal per mole

The geometry in XYZ format:
```
62
Properties=species:S:1:pos:R:3:forces:R:3
C 1.04609 -2.06425 2.38255 1.0 0.1 -0.2
C 0.85131 -2.78293 1.17388 0.6 0.1 -0.2
C 1.88500 -2.45797 0.27593 -0.5 0.1 0.5
H 0.03945 -3.48964 0.98817 0.2 0.4 0.0
C 2.74631 -1.47647 0.90319 -0.4 0.2 0.4
C 2.22502 -1.28685 2.26381 -0.3 -0.7 -0.4
H 2.73653 -0.75059 3.05995 -0.3 -0.1 -0.1
H 0.43252 -2.16360 3.27861 0.1 0.2 -0.4
H 2.05619 -2.92225 -0.69578 -0.2 0.3 0.2
H 3.74590 -1.21086 0.57188 0.0 -0.2 0.1
Sn 1.43038 0.47960 0.51562 -1.9 -1.6 1.5
C -1.34159 0.37943 -1.27808 -1.5 -0.5 -0.8
H -0.30536 0.71457 -1.12285 -0.5 -0.2 0.0
H -1.97973 1.27070 -1.29962 0.3 0.1 -0.2
H -1.40141 -0.11287 -2.25369 0.1 0.3 -0.3
Si -2.24790 -0.97957 0.01038 2.7 0.9 0.3
C -3.69956 -0.05461 0.73382 -0.6 0.6 0.0
C -4.15320 -0.42818 2.01945 -0.3 0.6 -0.1
H -3.68781 -1.27517 2.54102 -0.3 0.3 -0.4
C -5.15576 0.31421 2.66534 0.0 0.1 -0.3
H -5.52120 0.00748 3.65081 0.1 0.1 -0.4
C -5.69494 1.45856 2.05698 0.6 -0.3 -0.6
H -6.51835 1.99795 2.51929 0.3 0.0 0.0
C -5.17213 1.88482 0.81774 -0.3 -0.2 0.1
H -5.50237 2.82963 0.36937 -0.1 -0.4 0.2
C -4.22516 1.10824 0.13684 -0.3 0.0 1.1
H -3.85719 1.44198 -0.82737 -0.1 -0.1 0.1
C -2.35866 -2.46177 -1.17778 -0.3 -0.3 -0.7
C -3.44589 -3.30505 -0.87064 0.7 -0.8 0.1
H -4.34305 -2.88064 -0.41210 0.3 -0.2 0.1
C -3.31084 -4.69366 -0.97366 -0.2 0.5 -0.3
H -4.07752 -5.33213 -0.53481 0.1 0.0 -0.3
C -2.18333 -5.24469 -1.59370 0.3 0.2 -0.1
H -2.06911 -6.33195 -1.66254 0.0 0.4 0.0
C -1.19600 -4.39299 -2.11061 -0.2 0.0 0.0
H -0.33614 -4.80886 -2.64845 -0.3 0.1 0.2
C -1.27421 -3.00364 -1.89924 -0.5 -0.4 0.4
H -0.45249 -2.36682 -2.24300 -0.2 -0.1 0.2
H -0.99600 -0.54624 0.81157 0.4 -0.1 0.6
H -2.32635 -2.02399 1.09947 -0.3 -0.7 0.5
N 2.07759 3.31451 -0.25274 0.4 0.2 0.0
C 2.20226 2.62226 -1.47722 -0.2 -0.6 -0.3
C 2.14022 3.31802 -2.69048 -0.1 -0.1 -0.1
C 2.28499 2.61105 -3.88223 -0.1 0.0 0.6
C 2.49849 1.22458 -3.80827 -0.1 0.0 -0.3
C 2.47085 0.58576 -2.58575 -0.2 0.8 0.5
N 2.29457 1.28341 -1.42684 1.1 0.5 -1.2
C 2.99743 3.09584 0.80544 0.0 -0.2 0.2
C 3.74257 4.16780 1.30394 0.2 0.0 0.1
C 4.72900 3.92389 2.25523 -0.6 -0.2 -0.2
C 4.91618 2.59827 2.67519 0.1 -0.1 0.2
C 4.10178 1.59390 2.18055 -0.4 0.7 -0.3
N 3.09903 1.85682 1.29709 1.7 0.5 -0.1
H 1.96364 4.31303 -0.41490 -0.1 -0.4 0.1
H 1.94143 4.39047 -2.64279 0.2 -0.3 -0.3
H 2.21513 3.12306 -4.84833 0.1 -0.2 0.5
H 2.63366 0.63821 -4.71317 0.0 0.1 0.2
H 2.56403 -0.49513 -2.48235 0.0 0.3 0.0
H 3.51967 5.15932 0.91116 0.3 -0.1 0.2
H 5.32757 4.73953 2.66686 -0.2 -0.3 -0.2
H 5.67827 2.34058 3.41027 -0.2 0.1 -0.3
H 4.24019 0.55588 2.47760 -0.2 0.3 -0.1
```
Positions in Å, forces in eV/Å.